The following is a quantum chemistry calculation of a single C16H22N6 molecule, from the OMol25 dataset.

- highest occupied orbital energy (eV) = -8.02
- ΔE to the lowest compared entry with this formula, charge and spin (kJ/mol) = 0.0
- LUMO level (eV) = 0.901

Structure (ORCA input):
```
! wB97M-V def2-TZVPD RIJCOSX def2/J DEFGRID3
* xyz 0 1
N 0.70906 0.35613 0.69072
N 0.25146 1.31551 2.80288
N 1.25813 0.41311 4.65181
N -0.70228 2.20670 0.96202
N 1.67901 -0.56221 2.62214
N 1.27831 -2.14828 -0.50045
C -2.47802 3.77732 -1.82234
C 0.11261 1.25503 1.47350
C -2.03712 3.03344 -2.90447
C -2.02454 3.49125 -0.54954
C 1.50496 -1.70678 -1.85313
C -1.13410 2.00390 -2.69989
C -1.40688 -3.33608 -1.43459
C 0.88624 -3.52745 -0.33571
C -0.66995 1.71110 -1.43129
C 0.33836 -2.05828 -2.78364
C 2.16130 -1.58085 0.48768
C 1.46970 -0.52805 1.31757
C -0.63220 -3.62817 -0.15263
C 1.05022 0.39029 3.32409
C -1.11757 2.45172 -0.34114
C -1.02528 -2.00833 -2.09000
H -0.92058 -2.90894 0.61604
H 1.61435 -0.62052 -1.81474
H -2.37293 4.07274 0.29311
H -1.02101 -1.22064 -1.33768
H -0.89029 -4.62894 0.20228
H 0.03225 0.91369 -1.26352
H 0.48338 -3.05362 -3.20907
H -2.47381 -3.32119 -1.19751
H -1.08400 2.81637 1.67393
H -1.78777 -1.76299 -2.83324
H 2.44131 -2.12519 -2.27635
H -3.18075 4.58443 -1.96944
H -0.78428 1.41883 -3.53758
H 1.79191 -0.32765 5.06701
H 2.53735 -2.33929 1.18141
H 0.35378 -1.35149 -3.61595
H 1.19915 -4.13199 -1.19746
H -2.39525 3.25654 -3.89820
H 0.73865 1.05805 5.21770
H 3.03190 -1.10722 0.01190
H 1.37078 -3.94639 0.55259
H -1.24329 -4.14738 -2.14958
*
```